(1)
C26H29N7O3STi | the ωB97M-V functional and the def2-TZVPD basis

XYZ file:
```
67
Properties=species:S:1:pos:R:3:nbo_charge:R:1
Ti -0.06091 0.34231 0.10030 1.6208
O 2.42634 2.99500 1.48902 -0.4821
C 1.93884 2.05086 0.92447 0.6663
N 0.80306 2.00399 0.15533 -0.6719
C 0.56108 2.87664 -0.91889 0.0810
C 0.91484 4.21050 -1.04940 -0.2079
C 0.63272 4.85862 -2.24563 -0.1814
C 0.04243 4.18234 -3.30326 -0.1853
C -0.30461 2.84277 -3.18881 -0.2266
C -0.05063 2.18957 -1.99263 0.1637
N -0.39581 0.86867 -1.65303 -0.6964
C -1.42276 0.22544 -2.31563 0.6566
O -1.58398 0.09809 -3.49803 -0.4662
C -2.47687 -0.16137 -1.29337 0.1255
C -3.71670 -0.64757 -1.67672 -0.1714
C -4.73145 -0.69248 -0.73100 -0.1125
C -4.47282 -0.21628 0.54765 -0.2118
C -3.19515 0.22679 0.85829 0.0308
N -2.20501 0.23787 -0.03561 -0.4916
C 2.62654 0.69386 0.85595 0.1061
C 3.93102 0.51169 1.28621 -0.1939
C 4.59401 -0.66256 0.94927 -0.1103
C 3.93429 -1.59531 0.16387 -0.2225
C 2.62348 -1.34883 -0.21851 0.0800
N 1.96882 -0.24188 0.13681 -0.5050
H 1.39352 4.73584 -0.23596 0.2481
H 0.88085 5.90415 -2.35148 0.2384
H -0.14235 4.69095 -4.23739 0.2386
H -0.73451 2.30445 -4.02101 0.2504
H -3.87199 -0.94578 -2.70398 0.2723
H -5.71460 -1.05456 -0.99510 0.2543
H -5.25140 -0.18400 1.29413 0.2510
H -2.95532 0.62263 1.84212 0.2234
H 4.42667 1.30206 1.83125 0.2690
H 5.61418 -0.82893 1.26404 0.2537
H 4.42352 -2.50145 -0.15926 0.2566
H 2.08977 -2.05795 -0.84114 0.2369
C -2.69503 -3.07683 3.37782 -0.4413
N -1.94650 -2.44961 2.30039 -0.5678
C -1.13602 -3.10446 1.47310 0.3688
N -0.88787 -4.39628 1.67445 -0.7581
S -0.34688 -2.32883 0.17533 -0.2275
H -3.24715 -2.31162 3.91597 0.2410
H -2.01799 -3.56708 4.07963 0.2166
H -3.40620 -3.81084 2.99247 0.2228
H -2.15609 -1.48890 2.07629 0.4258
H -1.41994 -4.95808 2.32068 0.4225
H -0.32032 -4.87819 0.99583 0.4377
O -0.27142 0.32493 2.03113 -0.7163
C 0.28325 -0.00583 3.12241 0.7617
C 0.13567 0.85055 4.33947 -0.5070
C 1.48912 1.35836 4.87550 -0.3928
C 2.24292 0.35161 5.73946 -0.4040
C 2.72066 -0.89076 4.99226 -0.4098
C 1.57669 -1.70136 4.38795 -0.2313
N 1.00998 -1.10681 3.17949 -0.5544
H -0.37467 0.28645 5.12610 0.2457
H -0.49061 1.70022 4.06494 0.2576
H 1.28474 2.23859 5.48393 0.2467
H 2.11080 1.68214 4.03812 0.2127
H 1.61408 0.04494 6.57840 0.2083
H 3.11364 0.85050 6.16373 0.2401
H 3.24373 -1.54099 5.69439 0.2416
H 3.42973 -0.62086 4.20717 0.2063
H 0.78583 -1.81061 5.13597 0.2092
H 1.92406 -2.69690 4.11381 0.2302
H 1.12539 -1.61838 2.30750 0.4286
```

Computed properties:
- Lowest unoccupied orbital energy: -0.248 hartree
- Energy relative to the best compared isomer or geometry (same formula, charge and spin): 2.4 kcal/mol
- Total charge: +2

---

(2)
C26H29NO6S | the ωB97M-V functional and the def2-TZVPD basis

XYZ file:
```
63
Properties=species:S:1:pos:R:3:nbo_charge:R:1
C -2.88569 -3.32235 2.06124 -0.6075
C -3.90760 -2.26140 1.67145 -0.4000
C -3.81053 -0.99901 2.52871 -0.3739
H -4.71963 -0.40980 2.39249 0.2050
H -3.75387 -1.28551 3.58099 0.2038
C -2.59584 -0.11670 2.19554 -0.4682
C -2.71763 0.43786 0.80426 0.1075
C -3.66442 1.38676 0.59821 -0.3673
C -3.99722 1.92320 -0.69735 0.7445
O -4.80280 2.79226 -0.92176 -0.5682
O -3.34302 1.35495 -1.75961 -0.4612
C -2.36117 0.44395 -1.59919 0.3575
C -1.76762 0.00757 -2.78119 -0.2841
C -0.73244 -0.89962 -2.74288 0.0505
C -0.27234 -1.33712 -1.50175 -0.2820
C -0.83404 -0.90025 -0.31836 0.3317
C -1.95256 -0.02547 -0.33421 -0.1719
O -0.31120 -1.24363 0.89871 -0.5121
C 0.69798 -2.22455 0.96545 -0.1634
H 0.86561 -2.38879 2.03554 0.2276
C 2.03616 -1.83058 0.34225 0.6610
O 2.83674 -2.66252 -0.03474 -0.6211
N 2.24615 -0.51041 0.22914 -0.6214
H 1.59857 0.15667 0.62690 0.4350
C 3.50213 -0.01255 -0.28359 -0.1697
C 4.06644 -0.98917 -1.32290 0.8190
O 5.19283 -1.39389 -1.33347 -0.5861
O 3.19277 -1.20593 -2.31296 -0.6959
H 3.56479 -1.85564 -2.93081 0.5009
C 4.53209 0.19447 0.82728 -0.5341
H 4.80745 -0.76951 1.25477 0.2524
H 5.42802 0.67295 0.43295 0.2321
S 3.89285 1.17588 2.21395 0.1963
C 3.64535 2.80708 1.41088 -0.5466
C 2.37611 2.87009 0.62098 -0.0375
C 2.37900 3.23839 -0.71914 -0.2392
C 1.19563 3.27924 -1.43755 -0.1856
C -0.00331 2.96104 -0.82379 -0.2357
C -0.01533 2.60004 0.51357 -0.1426
C 1.16712 2.54561 1.22830 -0.2639
H 1.16412 2.25909 2.27059 0.2232
H -0.94776 2.36728 1.00425 0.2092
H -0.92507 3.00574 -1.38277 0.2214
H 1.21093 3.56672 -2.47797 0.2173
H 3.31047 3.50476 -1.20023 0.2142
H 4.52305 3.01554 0.79968 0.2246
H 3.61471 3.51056 2.24401 0.2429
H 3.29685 0.92910 -0.80585 0.2460
H 0.37393 -3.17221 0.51782 0.2135
H 0.56574 -2.01415 -1.49163 0.2218
C -0.06405 -1.38874 -3.98621 -0.6368
H -0.51583 -0.95016 -4.87099 0.2192
H 0.99299 -1.12889 -3.95880 0.2306
H -0.13830 -2.47292 -4.05345 0.2248
H -2.13877 0.40587 -3.71157 0.2284
H -4.24722 1.77708 1.41819 0.2316
H -1.68185 -0.68387 2.32208 0.2442
H -2.58234 0.71735 2.90137 0.2231
H -4.90946 -2.68163 1.78591 0.2064
H -3.78138 -1.99840 0.61864 0.1983
H -2.99024 -4.19988 1.42726 0.2120
H -1.87413 -2.94351 1.95632 0.1965
H -3.03193 -3.62830 3.09504 0.2022
```

Computed properties:
- SMILES: CCCCc1cc(=O)oc2cc(C)cc(OCC(=O)N[C@@H](CSCc3ccccc3)C(=O)O)c12
- Lowest unoccupied orbital energy: -0.002 hartree
- Energy relative to the best compared isomer or geometry (same formula, charge and spin): 6.6 kcal/mol
- Total charge: 0

---

(3)
C26H30AsBrF3O8RuSSi2Te | the ωB97M-V functional and the def2-TZVPD basis

XYZ file:
```
74
Properties=species:S:1:pos:R:3:lowdin_charge:R:1
Ru 0.38719 -0.50413 -0.26081 0.8150
O 3.21460 -0.55956 -5.99191 0.0933
C 2.62589 -0.46828 -4.93865 -0.2705
C 2.49568 0.77614 -4.07897 -0.3015
O 3.00159 1.86510 -4.29208 0.0651
C 1.64219 0.37204 -2.96990 -0.3780
C 1.37189 -1.00141 -3.00633 -0.3071
O 0.72576 -1.58234 -2.06427 -0.2634
C 1.89077 -1.59316 -4.24056 -0.2985
O 1.78234 -2.73317 -4.65447 0.0719
O 1.21522 1.04557 -1.97320 -0.2659
C 3.48533 1.31519 2.04444 -0.3959
Te 2.75699 0.83083 0.06881 1.5287
C 2.21350 2.89044 0.08651 -0.3569
C 3.18719 3.55974 1.00876 -0.2721
C 3.48979 4.91312 0.91652 -0.0444
C 4.40965 5.49624 1.77691 -0.1099
C 5.04358 4.72178 2.73721 -0.1131
C 4.75222 3.36769 2.83180 -0.0553
C 3.82516 2.77768 1.98036 -0.2876
H 4.34220 0.70360 2.32245 0.0514
H 2.66910 1.13158 2.74536 0.0445
H 1.19286 2.94789 0.46091 0.0434
H 2.24238 3.26170 -0.93422 0.0673
H 3.00688 5.51054 0.15190 0.1107
H 4.64006 6.55133 1.68853 0.0896
H 5.76884 5.16834 3.40715 0.0884
H 5.25344 2.75559 3.57351 0.1052
C -4.29819 -3.67272 0.20907 -0.2524
Si -3.32499 -2.17746 0.85628 0.2058
C -2.50184 -2.77878 2.44042 -0.2355
C -4.61815 -0.86351 1.27995 -0.2246
As -1.71858 -1.74832 -0.78720 0.7773
Si -2.90656 -0.52233 -2.36096 0.2073
C -1.84228 -0.24978 -3.88550 -0.2168
C -3.53848 1.16143 -1.78873 -0.2223
C -4.43226 -1.50771 -2.89929 -0.2448
H -5.03282 -3.99172 0.95680 0.0157
H -3.61924 -4.50590 0.01644 0.0158
H -4.82732 -3.45861 -0.72128 -0.0031
H -3.26911 -3.11068 3.14792 0.0186
H -1.90806 -1.99361 2.90670 -0.0006
H -1.84202 -3.62332 2.22677 0.0214
H -5.27888 -1.23422 2.07179 0.0182
H -5.23573 -0.62430 0.41051 0.0056
H -4.13941 0.05053 1.62823 -0.0004
H -1.00924 0.42090 -3.66662 0.0201
H -2.45027 0.20253 -4.67568 0.0242
H -1.42603 -1.18860 -4.25594 0.0318
H -2.72098 1.76517 -1.39342 0.0072
H -4.29309 1.06537 -1.00568 0.0079
H -3.98479 1.69152 -2.63822 0.0194
H -4.17096 -2.53378 -3.16518 0.0197
H -4.87606 -1.03062 -3.77931 0.0164
H -5.19119 -1.54169 -2.11441 0.0038
Br 3.81263 -5.18837 3.07698 0.6401
C 2.77516 -3.91930 2.09141 -0.7059
C 2.11949 -2.90884 2.77086 -0.1508
C 1.40162 -1.97355 2.03651 -0.1380
C 1.30565 -2.03926 0.64108 -0.3647
C 1.96529 -3.08906 -0.00372 -0.0980
C 2.70338 -4.02239 0.71396 -0.1416
H 2.17830 -2.83960 3.84925 0.0921
H 0.90100 -1.16841 2.56955 0.0881
H 1.89042 -3.18122 -1.07833 0.0939
H 3.22108 -4.82167 0.19938 0.0930
F -2.24137 2.96773 3.48979 0.1192
C -2.04475 2.88868 2.16783 -0.6655
F -1.46098 4.02656 1.77543 0.1234
F -3.24442 2.82156 1.58260 0.1228
S -1.00855 1.42503 1.74780 0.4262
O -1.78397 0.29956 2.19917 -0.3268
O 0.21971 1.66392 2.47052 -0.3114
O -0.88544 1.53875 0.29071 -0.3862
```

Computed properties:
- Lowest unoccupied orbital energy (alpha / beta): 0.139 / 0.139 hartree
- Energy relative to the best compared isomer or geometry (same formula, charge and spin): 0.0 kcal/mol
- Total charge: -2
- 2S+1: 2

---

(4)
C26H30BF2O3 | the ωB97M-V functional and the def2-TZVPD basis

XYZ file:
```
62
Properties=species:S:1:pos:R:3:lowdin_charge:R:1
C -1.81525 5.00215 2.11754 0.0226
C -0.96150 4.22064 1.23685 -0.2431
C -0.02729 4.61849 0.30925 0.0476
C 0.42437 3.44524 -0.34856 0.0832
C -0.19003 2.36259 0.26740 -0.0628
B -0.64316 0.86056 -0.30237 -0.7321
O -0.65169 0.61883 -1.66904 0.1027
C -1.75311 -0.23616 -1.99026 -0.4223
C -2.61250 0.53304 -2.98703 -0.0026
C -1.16598 -1.46763 -2.65896 0.0055
C -2.47251 -0.49357 -0.57556 -0.4247
C -3.95834 -0.15880 -0.55337 -0.0076
C -2.32434 -1.90693 -0.05116 -0.0032
O -1.79013 0.37980 0.34105 0.1444
O -1.02171 2.85390 1.26950 0.1181
H -1.30498 5.94462 2.34591 0.1084
H -2.77054 5.27393 1.63907 0.1165
H -2.02062 4.47434 3.05646 0.1081
H 0.27899 5.63813 0.09985 0.1374
H 1.13961 3.38753 -1.16000 0.1398
H -3.43756 -0.07246 -3.38155 0.1033
H -3.02552 1.43816 -2.52372 0.0923
H -1.99432 0.84037 -3.83873 0.0998
H -1.94689 -2.16770 -2.97906 0.1041
H -0.60055 -1.16054 -3.54718 0.1005
H -0.47254 -1.98807 -1.98745 0.0887
H -4.53072 -0.83913 -1.20119 0.1059
H -4.34449 -0.27546 0.46537 0.0993
H -4.15880 0.87159 -0.86798 0.0867
H -2.85674 -2.63244 -0.67705 0.1065
H -1.27598 -2.20576 0.02368 0.0641
H -2.75253 -1.95881 0.95580 0.1076
C 0.71166 -3.11756 4.92744 -0.0249
C 0.61623 -2.14595 3.80337 -0.1920
C 0.71011 -2.58587 2.48662 -0.1766
F 0.80271 -3.93828 2.25987 0.0690
C 0.70568 -1.72459 1.39256 0.0301
C 0.60670 -0.34229 1.60327 -0.1646
C 0.86943 0.67904 0.49252 0.0197
C 1.88681 0.19231 -0.53987 -0.1394
C 2.89116 -0.72222 -0.17266 0.0505
C 3.65982 -1.34647 -1.14739 -0.1890
F 4.57197 -2.30364 -0.77461 0.0652
C 3.55317 -1.04321 -2.49961 -0.2039
C 4.38397 -1.75759 -3.50575 -0.0280
C 2.67946 -0.00303 -2.83121 -0.0025
C 1.91104 0.63820 -1.86680 -0.0289
C 0.36807 0.09896 2.90306 -0.0017
C 0.40638 -0.77262 3.98601 0.0042
H 0.62564 -2.58870 5.88367 0.0860
H -0.08383 -3.87518 4.89027 0.0993
H 1.67219 -3.65481 4.92641 0.1010
H 0.86154 -2.14541 0.40322 0.1369
H 1.39029 1.50432 1.04113 0.1818
H 3.04554 -1.02262 0.85896 0.1383
H 4.05886 -1.47802 -4.51444 0.0850
H 5.44172 -1.47591 -3.41181 0.1000
H 4.31695 -2.84939 -3.40823 0.0957
H 2.60133 0.31815 -3.87896 0.1308
H 1.30593 1.47900 -2.19976 0.1115
H 0.19218 1.16107 3.06794 0.1244
H 0.27464 -0.37813 4.99725 0.1271
```

Computed properties:
- Lowest unoccupied orbital energy: -0.210 hartree
- Total charge: +1

---

no.,E (eV)
1,-77947.508
2,-52044.668
3,-219331.824
4,-39695.518